Record 1
A structure of composition C19H21O2Ti. Source: the Open Molecules 2025 dataset; level of theory: ωB97M-V with the def2-TZVPD basis set.

Computed properties:
Energy relative to the best compared isomer or geometry (same formula, charge and spin), eV: 0.000
E_HOMO, eV: -10.969
Total charge: +1

Each line ends with the Mulliken charge.
CARTESIAN COORDINATES (ANGSTROEM)
C  0.01427  3.93281  1.04802  -0.8213
C  0.17426  3.75289  -0.38408  -0.5937
C  -0.38027  2.46717  -0.72550  -0.2552
H  0.49466  4.54087  -1.08580  0.4719
C  -0.90557  1.88922  0.47134  -0.0021
C  -0.67437  2.78574  1.56481  -0.5198
H  -1.13038  2.74344  2.55440  0.4690
H  0.26970  4.80588  1.64167  0.5421
H  -0.48099  2.04995  -1.73423  0.4214
H  -1.52510  0.98391  0.49810  0.4313
C  3.00736  0.31913  0.27871  -0.6375
C  3.66803  1.27266  1.11336  -0.6274
C  2.97406  1.29454  2.38247  -0.5282
H  4.56984  1.80379  0.85983  0.4809
C  1.90298  0.34427  2.30204  -0.5670
C  1.94830  -0.26949  1.01984  -0.0831
H  1.35107  -1.14109  0.72718  0.4985
H  3.35055  -0.02020  -0.67769  0.5194
H  3.27889  1.83583  3.27019  0.5026
H  1.35648  0.00789  3.17804  0.4862
Ti  1.61048  2.39383  0.83283  1.0611
O  -1.07759  -1.34568  -0.85952  -0.3323
C  -1.37217  -1.16105  -2.26817  -0.4355
C  -2.37460  -1.84034  -1.35070  -0.1062
H  -1.57843  -0.12777  -2.56205  0.2412
H  -0.83289  -1.81651  -2.95841  0.2955
H  -3.23710  -1.23238  -1.04681  0.3895
H  -4.73778  -3.13146  -1.44688  0.3255
C  -3.89993  -3.82629  -1.48766  -0.5217
C  -2.58625  -3.29299  -1.41958  0.5789
C  -1.49410  -4.17877  -1.47889  -0.3457
H  -0.47731  -3.77379  -1.42190  0.2696
C  -1.71127  -5.55013  -1.57422  -0.5606
H  -0.85419  -6.21651  -1.58522  0.3702
C  -3.00860  -6.06536  -1.65127  -0.4519
H  -3.16426  -7.13651  -1.73371  0.3776
C  -4.10020  -5.19510  -1.61972  -0.4897
H  -5.11211  -5.58081  -1.69392  0.3760
C  3.39809  4.78690  1.83719  -0.7610
O  2.61124  3.74705  1.23786  -0.3860
H  2.94282  5.02493  2.79992  0.3191
H  3.36353  5.66156  1.17522  0.3005
H  4.42886  4.45796  1.97288  0.2979


Record 2
A structure of composition C19H22CaN6SbSe. Source: the Open Molecules 2025 dataset; level of theory: ωB97M-V with the def2-TZVPD basis set.

Computed properties:
Energy relative to the best compared isomer or geometry (same formula, charge and spin), eV: 1.183
E_HOMO, eV: -11.005
Total charge: +1

Each line ends with the Mulliken charge.
CARTESIAN COORDINATES (ANGSTROEM)
Ca  0.71750  -1.92160  0.29221  1.0608
C  -0.26240  -0.97268  3.59752  -1.5489
C  -1.37055  -1.13373  2.60103  0.5738
C  -2.65661  -1.49213  2.98730  -0.6870
C  -3.62699  -1.63729  2.02022  -0.4884
C  -3.32266  -1.38292  0.68477  -0.8860
C  -2.03006  -1.02338  0.36112  0.5688
N  -1.07118  -0.93372  1.31017  -0.2097
Sb  -1.76031  -0.27493  -1.67973  0.7732
C  -1.77320  1.75286  -0.91947  0.5048
C  -2.69744  2.67601  -1.38626  -1.0379
C  -2.65779  3.95966  -0.85894  -0.3875
C  -1.71000  4.25995  0.09948  -0.6006
C  -0.81681  3.27168  0.51037  0.4828
C  0.21840  3.53096  1.56583  -1.1893
N  -0.85022  2.03885  -0.00240  0.1091
C  0.40706  -0.01749  -1.99496  0.1137
C  0.73878  0.56917  -3.21087  -0.5474
C  2.04639  0.97080  -3.42792  -0.6752
C  2.99663  0.79634  -2.43209  -0.5964
C  2.61407  0.20324  -1.24245  0.5925
C  3.56426  0.00105  -0.09797  -1.5532
N  1.34577  -0.20279  -1.05372  0.0213
H  -0.62128  -0.48099  4.50096  0.4709
H  0.54269  -0.36519  3.18116  0.2633
H  0.12132  -1.95150  3.89139  0.3383
H  -2.87274  -1.67436  4.03100  0.4902
H  -4.62864  -1.94086  2.29709  0.4421
H  -4.08480  -1.46737  -0.07899  0.4833
H  -3.42925  2.40525  -2.13667  0.4377
H  -3.35946  4.71325  -1.19337  0.4225
H  -1.65242  5.25149  0.52880  0.4292
H  0.33211  4.59413  1.77001  0.4192
H  1.18036  3.12518  1.25338  0.1960
H  -0.06380  3.03548  2.49697  0.2234
H  -0.01420  0.71764  -3.97486  0.5123
H  2.32517  1.42615  -4.37022  0.4339
H  4.01838  1.12196  -2.57181  0.4804
H  4.57944  0.28964  -0.36186  0.4314
H  3.59429  -1.04823  0.20652  0.3182
H  3.25610  0.60341  0.75872  0.2404
Se  -0.50424  -4.32093  -0.18962  -0.3700
C  -0.39625  -4.21702  1.65112  0.3571
N  -0.26576  -4.08366  2.79435  -0.5259
N  1.78928  -2.77397  -2.47433  -0.2292
N  2.49311  -3.15569  -1.28125  -0.6367
H  1.85503  -3.50083  -3.17999  0.2815
H  2.23406  -1.94482  -2.84827  0.1783
H  3.47219  -3.37207  -1.44843  0.2645
H  2.05668  -4.02397  -0.97506  0.2546


no.,LUMO energy (eV),orbital gap (eV)
1,-4.673,6.296
2,-2.808,8.197